48
Properties=species:S:1:pos:R:3:forces:R:3 method="wB97M-V/def2-TZVPD" mol_weight_g_mol=310.38 e_homo_ev=-4.198 gap_ev=6.9 fmax_ha_per_bohr=0.1097 charge=-1 energy_ev=-29729.492
O 3.679743 -4.258594 -1.073142 -1.129 3.029 0.981
H -3.188568 4.782749 0.861024 1.371 -0.417 0.622
F 0.581833 -1.959926 3.991458 0.054 -0.719 -2.492
C -1.288500 3.508972 0.443549 -0.772 -0.216 -0.156
H -3.062382 3.401144 -1.049544 1.386 -0.589 0.324
H -3.287158 0.975528 -2.648962 1.711 -0.114 0.236
H 3.831843 -0.767262 1.147794 -1.631 -0.846 -0.111
C 0.868013 -2.246684 2.627465 0.797 0.309 0.360
H 0.650682 -1.336939 -2.654458 -0.058 0.671 1.818
C -2.765934 3.360787 2.593011 -0.123 0.207 -0.121
H 0.613061 -2.930436 -0.003353 0.990 0.777 -0.940
H 1.409458 -3.232581 -1.632761 -0.179 1.063 1.424
C 2.721118 -2.013002 -0.325673 0.143 -0.015 0.134
H -1.402521 3.534821 -1.814300 -0.881 -1.019 1.177
H -0.306052 4.050099 0.225435 -1.460 -0.533 0.287
C -1.121266 -1.456947 -1.325120 0.615 -0.736 -1.017
N 3.265068 -1.089503 -1.405418 0.284 -0.935 0.610
C 0.473569 -1.211761 -1.520364 -1.085 -1.234 0.265
H 4.127495 -0.685775 -0.997741 -0.456 -0.527 -0.601
H -1.643963 5.152197 1.920137 -1.236 -0.805 -0.933
H -1.000225 2.566011 1.040031 -0.376 1.412 -0.982
F 0.500411 -3.607170 2.414812 0.147 3.239 0.302
H -1.304032 -0.969907 -3.491977 -1.125 0.017 1.458
H -1.864960 2.845072 3.089936 -1.277 0.952 -0.760
H 3.544511 -1.751067 -2.159724 -0.004 0.836 0.585
H -1.497372 -1.184169 -0.285903 0.499 -0.129 -1.400
H -0.821059 1.162841 -0.624781 -1.702 0.135 -0.466
H 2.985430 -3.013481 2.415293 -0.834 1.475 -0.534
H -1.258922 -2.602323 -1.419254 0.120 1.723 0.157
H -2.929282 -1.342638 -2.670304 1.208 0.769 0.164
H -3.425746 2.513815 2.190555 0.825 1.266 0.517
C -2.166112 0.788323 -2.430042 -0.832 0.113 -0.055
H -3.344201 3.944210 3.403191 0.817 -0.963 -1.264
H -1.591387 1.319196 -3.276196 -0.680 -0.663 1.503
H 2.089884 -0.244863 0.913996 0.648 -1.350 0.329
F 0.051154 -1.347530 1.869601 1.262 -2.438 1.709
H 2.810632 -1.401385 3.261964 -0.749 -0.881 -1.383
C -1.983785 3.034723 -0.950124 0.947 -0.237 0.261
H -2.695524 1.031510 -0.272917 1.568 0.414 -0.854
C 2.437198 -2.008260 2.354305 -0.474 0.460 0.550
C -2.280625 4.351650 1.395425 1.046 -1.063 1.308
C -1.935772 -0.800139 -2.539180 0.518 0.111 0.120
C 3.764250 -3.253270 -0.284534 4.162 -2.987 2.282
C -1.877393 1.420691 -0.989224 -0.377 0.712 -0.726
C 2.754369 -1.167511 1.033888 0.639 -0.349 -0.364
C 1.250515 -2.438498 -0.809530 0.618 0.136 -0.817
O 4.837552 -3.237667 0.609762 -4.645 1.360 -2.897
H 0.794953 -0.185052 -1.148106 -0.289 -1.422 -0.610

***

34
Properties=species:S:1:pos:R:3:forces:R:3 method="wB97M-V/def2-TZVPD" mol_weight_g_mol=181.23 e_homo_ev=-9.398 gap_ev=9.9 fmax_ha_per_bohr=0.0395 relative_energy_ev=2.165 energy_ev=-18295.544
H -0.408370 -0.314628 2.505174 0.095 0.060 0.202
H 0.108900 1.187891 -2.810448 0.042 -0.701 -0.120
O -0.282218 -1.188650 2.902615 0.037 0.164 0.117
H -3.040438 -0.517467 2.398340 -0.246 0.513 0.021
C 2.216694 -0.239242 -2.620045 -0.073 0.587 0.180
H 1.209667 1.114114 1.310319 -0.571 0.459 -0.164
H 0.662352 -1.163309 3.072985 0.105 -0.005 0.209
H -1.406268 -3.396728 0.505999 0.042 0.117 -0.284
H -0.928608 1.713821 -1.606278 0.110 -0.040 0.565
O -1.205330 -2.563945 0.940466 -0.388 -0.247 -0.080
C 2.249577 0.462199 -1.233629 -0.120 1.036 -0.706
H 1.290001 2.323120 -0.980251 0.098 -0.028 -0.157
H -0.458080 0.034054 -1.463386 -0.066 -0.204 -0.602
N 1.046190 1.346367 -0.890024 0.699 -1.019 -0.654
H 3.125939 1.101827 -1.357254 -0.067 0.268 0.591
O -1.564371 2.214625 1.486958 1.058 1.417 0.996
H -0.394609 -2.214352 0.564304 0.119 -0.186 0.049
H -1.399385 1.799104 0.650976 -0.677 -0.483 -0.539
H -3.529108 -0.604584 -0.115789 0.077 -0.156 -0.105
H -2.481163 2.264570 1.745751 -0.243 -0.504 -0.536
C -0.094232 1.015728 -1.751513 -0.463 1.302 0.532
H 1.240982 -0.411996 -3.062289 -0.144 -0.731 0.543
H -2.167116 -0.983392 1.344106 0.087 0.089 -0.499
O 0.896828 1.233474 2.216456 0.442 -0.144 0.488
H -4.098951 -1.452667 -1.284201 -0.150 -0.024 0.006
H 0.094779 1.775359 2.194980 0.026 0.079 -0.301
H 2.460547 -0.001439 0.859872 0.097 0.335 -0.066
O -2.739078 -0.208921 1.530946 -0.068 -1.095 0.622
C 2.472535 -0.508812 -0.104089 -0.565 0.499 1.110
H 1.570681 -1.122064 -0.035815 0.428 -0.733 -0.120
H 2.640227 0.414083 -3.386775 0.523 -0.117 0.164
O -3.329606 -0.958572 -0.999853 0.051 0.172 -0.152
H 3.440446 -1.003123 -0.046021 -0.237 -0.568 -0.740
H 2.800586 -1.146444 -2.482587 -0.058 -0.114 -0.570

***

86
Properties=species:S:1:pos:R:3:forces:R:3 method="wB97M-V/def2-TZVPD" mol_weight_g_mol=738.17 e_homo_ev=-5.260 gap_ev=2.7 fmax_ha_per_bohr=0.0496 relative_energy_ev=1.158 energy_ev=-79420.982
H -2.252982 2.390156 -0.788303 0.098 -0.281 0.120
C -7.598728 -1.850127 -3.216307 -0.069 -0.010 0.087
C -6.561302 0.477478 0.383901 0.438 -0.433 -0.383
F 5.240265 -3.843144 2.297443 -0.060 0.619 -0.940
C 2.145417 0.319434 -1.120233 -0.186 -0.153 0.235
C 6.417722 3.021426 2.726261 -0.052 0.420 0.027
C -2.149722 -0.981059 -0.154211 -0.001 0.200 -0.665
C -4.239222 3.577329 2.272254 -0.246 0.198 0.169
H 3.297349 5.356962 2.578106 0.306 -0.252 0.052
F -7.142427 0.742946 2.716663 0.376 -0.407 -0.770
C 6.578515 4.402271 2.519838 -1.421 -0.552 0.115
C -0.240267 0.676648 -0.487238 0.174 -0.316 -0.418
Cl 8.142667 5.055705 2.293206 0.611 0.228 -0.074
C 4.408123 -3.880543 -3.168361 0.211 0.406 0.486
H -4.486559 3.957623 3.273596 0.116 -0.283 -0.206
C 3.101008 -1.909880 -1.030910 -0.393 0.865 -0.129
H -7.599406 0.407820 0.063344 0.020 0.201 0.080
C -6.484223 -2.803564 -0.820642 -0.033 0.581 -0.215
H -5.056399 3.887589 1.611122 0.030 -0.041 0.053
H -3.883313 -2.290916 -0.392583 0.343 0.418 0.456
C 4.180405 4.718265 2.637085 0.715 0.012 -0.136
C 6.994496 -2.840045 -3.498130 -0.193 0.037 -0.123
H -7.034626 0.124211 -2.479220 0.075 -0.321 -0.211
C 4.387355 -3.685468 0.072258 -0.261 0.515 -0.852
C -4.402408 -0.209482 -0.439085 0.788 0.130 -0.422
C 5.456295 5.249437 2.479257 0.087 -0.508 -0.036
H 2.284431 1.398625 -1.197831 -0.041 -0.258 0.110
H 5.006860 1.422624 3.100929 0.099 0.235 -0.069
C 4.013747 3.339046 2.867541 0.236 0.064 0.011
C 5.149398 2.488680 2.923185 -0.449 0.733 -0.011
H 4.215395 -0.161144 -1.590303 -0.383 0.060 0.247
H 6.607266 -1.776466 -1.634124 0.005 -0.205 -0.253
H 3.399731 -4.268704 -2.998890 0.322 0.062 -0.174
C -2.954193 4.198669 1.768673 0.338 0.001 0.279
H -7.137481 -4.767252 -1.488057 -0.006 0.567 -0.014
C 1.821058 -2.448319 -0.828569 -0.065 0.418 -0.409
H 1.726451 -3.523799 -0.651887 -0.226 0.365 -0.401
F -6.869295 -1.286784 1.882730 0.021 1.100 0.289
H -0.253066 -2.081350 -1.093796 0.157 0.097 0.284
H 0.055819 2.293107 3.193364 0.341 0.475 -0.163
C 0.715291 -1.619094 -0.948919 0.071 -0.136 0.729
N 1.656196 3.536056 2.558670 1.837 0.566 -0.353
H 2.491352 1.904722 3.570958 0.148 0.142 -0.283
H -8.083838 -3.903274 -3.631003 0.266 0.199 0.350
H 7.293698 2.382791 2.729753 -0.054 0.050 0.038
C 0.834469 -0.196332 -0.834833 0.551 -0.154 -0.322
H -4.670832 1.927842 -0.601876 0.587 -0.136 -0.132
C 6.462834 -3.736632 -4.429449 0.077 -0.015 0.008
H -8.000937 -1.457783 -4.151734 -0.055 -0.305 0.265
C 5.175676 -4.255662 -4.267224 -0.137 0.130 -0.056
H 5.585894 6.310738 2.304066 0.070 -0.061 0.038
H -6.127391 -3.133487 0.155316 0.086 0.060 -0.342
H -2.921467 5.278819 1.982611 -0.091 -0.330 -0.255
N 4.245553 -2.707138 -1.016262 0.093 -0.726 0.880
C -7.088600 -3.693456 -1.711924 -0.006 0.053 -0.213
H -4.208917 2.480642 2.293585 0.141 0.259 -0.010
H 7.988165 -2.407608 -3.636532 -0.301 -0.248 0.008
N -5.748801 -0.479638 -0.366781 -0.781 1.189 0.666
F -5.132881 -0.006146 2.224499 -1.289 0.289 -0.269
C -0.627285 4.002777 2.010721 1.162 -0.321 0.172
H 4.970855 -4.535991 -0.291931 -0.341 -0.061 0.206
C 3.226454 -0.526307 -1.300776 -0.082 -0.278 0.063
C -6.447308 0.021481 1.808224 0.542 -1.163 1.490
C -3.936241 1.122387 -0.530131 0.033 -0.458 -0.097
C 0.422267 3.187817 2.643363 -2.352 -0.973 0.143
F 4.572921 -1.862292 1.571628 0.488 -1.181 -0.114
C 5.150726 -3.050113 1.193447 0.909 1.241 0.780
C -7.616795 -3.217351 -2.915367 -0.139 0.064 -0.216
H 7.057571 -4.041545 -5.291894 -0.162 0.119 0.238
O -0.460131 4.890228 1.191745 -0.560 -0.379 0.362
C -3.488231 -1.269017 -0.362204 0.254 0.194 0.192
H -1.513295 -1.773233 0.229720 -0.094 0.213 -0.282
C 4.944833 -2.990968 -2.217602 0.806 -0.250 -0.818
C -7.032984 -0.955620 -2.319570 0.465 -0.439 0.281
C 2.666972 2.850033 3.026624 -0.479 -0.613 0.242
H -6.159058 1.487615 0.291164 -0.500 -0.082 0.144
C 6.234338 -2.464899 -2.393121 -0.471 -0.184 0.033
H -0.018464 1.737422 -0.366427 0.096 -0.146 -0.284
H -2.827588 4.054225 0.684830 0.014 0.107 0.342
O -1.842175 3.581580 2.463955 -0.671 0.424 -0.818
H 4.749019 -4.937802 -5.008862 0.261 0.219 0.267
C -6.399982 -1.437700 -1.163256 -0.804 -0.932 -0.618
F 6.426224 -2.738457 0.786172 -0.999 -0.386 0.596
C -2.583890 1.369431 -0.593304 0.144 -0.099 0.268
H 3.401957 -3.956381 0.456452 0.211 -0.367 0.052
C -1.620324 0.329317 -0.408627 -0.761 -0.084 0.604